# 1
91
Properties=species:S:1:pos:R:3:forces:R:3 method="wB97M-V/def2-TZVPD" e_homo_ev="-12.663 / -12.786" s2=4.246 spin_multiplicity=4 fmax_ev_per_a=4.7 charge=+2 total_energy_ev=-78059.9299
Tc -0.20867 1.59066 -0.02677 1.661 -2.118 -0.277
C 2.11104 0.64832 -1.60912 -0.940 0.018 -0.831
C 2.89347 0.11860 -0.41689 1.273 -0.264 -0.140
C 2.02406 -0.32796 0.73433 -0.388 -0.349 0.507
C 3.87022 1.19465 0.06188 -1.056 0.774 -0.418
C 5.22207 0.99332 0.15779 -0.564 -0.080 0.187
C 6.03841 2.05893 0.54345 -0.031 -0.498 0.311
C 5.54785 3.35349 0.63900 -0.198 -0.583 -0.719
C 4.21518 3.61770 0.31720 -0.549 -0.515 -0.483
C 3.84976 5.00964 -0.18250 -0.215 -0.481 1.126
C 3.65876 6.01508 0.95685 0.082 0.747 -0.267
C 2.83723 5.14698 -1.32473 0.210 0.191 0.038
C 3.34123 2.50977 0.24902 1.932 -0.339 0.478
N 2.01152 2.58727 0.51426 -3.036 2.733 0.546
C 1.25121 3.64610 0.83519 4.156 -1.999 -0.765
C -1.19732 3.84462 0.36099 0.066 -0.450 -0.923
C -2.14938 4.41826 1.28504 -1.745 -0.147 1.216
C -3.29379 3.66646 1.27792 1.566 0.596 -0.280
C -3.13946 2.66802 0.25036 2.189 -0.049 -0.955
N -1.86518 2.69290 -0.28726 -3.186 0.613 1.716
C -4.19880 1.78906 -0.28909 -0.517 0.068 0.608
C -3.87576 1.40667 -1.69932 0.049 0.703 -1.527
C -4.27293 0.55295 0.58655 -0.186 -0.787 1.112
C -5.54277 2.53513 -0.23202 0.778 1.265 -1.029
H 1.40160 -0.09933 -2.00351 0.305 0.090 0.134
H 2.74664 0.96216 -2.46972 -0.399 -0.027 0.778
H 1.47416 1.55448 -1.29915 1.030 -0.867 -0.914
H 3.51093 -0.77372 -0.74478 -0.650 0.940 0.225
H 1.41590 0.53412 1.14344 0.453 -1.109 -0.119
H 2.67640 -0.65336 1.54200 -0.042 0.133 0.299
H 1.38949 -1.19524 0.48737 0.254 0.540 -0.011
H 5.53183 -0.03631 0.00362 0.624 0.301 0.012
H 7.06210 1.81817 0.75046 0.469 0.275 0.045
H 6.21633 4.17841 0.82615 0.172 0.116 -0.045
H 4.79947 5.24565 -0.59599 0.698 0.610 -0.754
H 4.32405 6.86282 0.77516 -0.049 -0.008 0.178
H 3.91437 5.60264 1.92582 -0.122 -0.013 0.206
H 2.66550 6.46184 0.95684 -0.223 -0.158 0.228
H 3.25924 4.69468 -2.22552 -0.126 0.219 -0.055
H 2.68647 6.23396 -1.45648 0.032 -0.539 -0.307
H 1.84185 4.71120 -1.17900 0.426 0.084 0.132
H 1.53469 4.67336 1.02055 0.134 0.045 0.016
H -1.99336 5.29381 1.89984 0.225 -0.016 -0.041
H -4.13756 3.77255 1.93201 -0.265 0.209 -0.120
H -2.94789 0.81398 -1.76028 -0.493 0.195 -0.147
H -3.75208 2.36102 -2.30237 -0.084 -1.247 0.412
H -4.73507 0.84522 -2.11250 0.566 0.168 0.063
H -3.30897 0.00216 0.58114 -0.857 0.338 0.172
H -5.06417 -0.10012 0.17048 0.367 0.230 0.287
H -4.56115 0.82049 1.63788 0.275 -0.339 -0.836
H -5.42352 3.43071 -0.90545 -0.492 -0.688 0.649
H -5.78949 2.88500 0.76263 -0.139 -0.059 0.160
H -6.34764 1.92173 -0.61685 -0.081 -0.166 -0.032
O -0.16057 6.00958 -0.72657 -1.001 -1.141 -0.678
S -0.98395 4.81298 -1.19797 1.275 1.912 0.900
N -0.00056 3.21783 0.89677 -3.361 0.631 0.178
S -1.10391 -0.57579 -0.21739 -0.498 -1.039 -0.086
Sb -0.81184 -2.97238 0.11401 0.497 -1.816 -1.037
C -0.26204 -3.79456 2.02704 0.519 0.711 -0.249
C 1.07199 -3.83048 2.46343 0.157 -0.082 -0.440
C 1.34606 -4.29292 3.74371 1.019 -0.286 0.544
C 0.32425 -4.78098 4.58186 0.027 -0.127 -0.006
C -0.99037 -4.74943 4.11991 -0.142 -0.319 0.493
C -1.27432 -4.22255 2.86618 -0.355 -0.018 -0.079
C -2.62146 -4.02803 -0.47433 -0.299 0.545 0.838
C -2.84832 -5.39584 -0.20691 0.257 0.632 -0.173
C -4.11876 -5.94920 -0.47939 1.171 -0.853 0.423
C -5.15177 -5.12413 -0.89070 -0.340 -0.365 -0.036
C -4.90997 -3.78951 -1.12673 -0.312 1.244 -0.654
C -3.65495 -3.22113 -0.93770 0.243 0.390 -0.637
C 0.55042 -3.74788 -1.43252 -0.468 0.588 0.951
C 0.24296 -3.47883 -2.75421 -0.726 0.458 -0.221
C 1.14032 -3.79037 -3.76072 -0.862 0.067 -0.823
C 2.33620 -4.39208 -3.45445 1.116 -0.349 0.090
C 2.65575 -4.66395 -2.13086 -0.062 -0.563 0.624
C 1.72568 -4.39775 -1.10642 1.159 0.259 0.377
H 1.91536 -3.60382 1.78631 -0.611 0.201 0.569
H 2.42404 -4.29333 4.05952 -1.299 -0.161 -0.176
H 0.51660 -5.23776 5.57464 0.114 0.560 -0.828
H -1.81475 -5.15557 4.73847 0.652 0.377 -0.453
H -2.29677 -4.18043 2.53546 -0.328 -0.010 -0.050
H -2.00277 -5.96846 0.18436 -0.515 -0.203 -0.160
H -4.25113 -7.05397 -0.37377 0.012 1.184 0.037
H -6.15655 -5.51837 -1.05239 0.369 0.013 0.012
H -5.69610 -3.14272 -1.54157 0.245 -0.426 0.313
H -3.44293 -2.17956 -1.27314 -0.400 -0.778 0.567
H -0.72642 -3.05122 -3.02341 0.308 0.043 0.073
H 0.84671 -3.58882 -4.79932 0.255 -0.115 0.477
H 3.06656 -4.68114 -4.22089 -0.456 0.306 0.214
H 3.62802 -5.12992 -1.90190 -0.671 0.224 -0.009
H 1.97122 -4.61621 -0.05432 -0.055 -0.002 -0.735

# 2
121
Properties=species:S:1:pos:R:3:forces:R:3 method="wB97M-V/def2-TZVPD" e_homo_ev=-10.299 spin_multiplicity=1 fmax_ev_per_a=4.6 smiles="C[C@H]1COC(=O)O1.C[C@H]1COC(=O)O1.C[C@H]1COC(=O)O1.C[C@H]1COC(=O)O1.C[C@H]1COC(=O)O1.C[C@H]1COC(=O)O1.C[N+](=O)[O-].COC(=O)OC.COC(=O)OC.COC(=O)OC" total_energy_ev=-97047.9673
C 5.50997 -0.46946 -2.06245 0.632 -0.423 0.650
C 4.07176 -0.31398 -2.40307 -1.094 -1.118 0.853
C 3.36705 0.73086 -1.50113 -0.093 0.100 -1.251
O 3.27032 1.87349 -2.39155 -0.100 -1.055 0.419
C 3.50497 1.47930 -3.66813 0.297 1.908 0.830
O 3.42227 2.31920 -4.51743 -0.028 -1.086 -0.858
O 3.90078 0.20778 -3.73019 -0.211 0.244 -0.544
H 5.96092 -1.19945 -2.70439 0.251 -0.539 -0.447
H 5.60879 -0.86823 -1.01691 -0.065 0.730 -0.863
H 6.05428 0.45378 -2.25666 0.035 0.190 0.497
H 3.58345 -1.33017 -2.39183 0.246 1.159 0.093
H 3.97409 1.03293 -0.66432 -0.099 -0.116 0.373
H 2.35511 0.43137 -1.23061 0.170 0.035 0.220
C 3.40384 -4.59012 3.15445 -1.099 -1.167 1.212
C 2.47780 -3.88172 2.20373 -0.276 0.391 0.397
C 1.52816 -2.79601 2.86650 1.558 -0.525 -0.065
O 2.13381 -1.57601 2.39474 -1.149 0.007 0.018
C 3.01201 -1.83259 1.42533 1.188 -0.040 0.295
O 3.56095 -0.96237 0.81935 0.042 0.367 -0.588
O 3.33791 -3.12432 1.34458 -0.765 0.807 -0.445
H 2.83528 -4.86723 4.05980 0.063 -0.122 -0.304
H 4.08993 -3.85616 3.51021 0.901 0.418 0.175
H 3.91669 -5.52116 2.83215 -0.351 0.878 -0.302
H 1.86772 -4.46789 1.56567 -0.332 -0.984 -0.490
H 1.68659 -2.79611 3.94842 -0.448 -0.035 -0.073
H 0.47122 -2.86512 2.55875 0.542 0.060 0.067
C 0.04934 3.52156 5.75167 0.295 -0.433 1.354
C 0.27359 4.45788 4.64856 -1.126 0.972 0.616
C 1.29007 4.01784 3.67384 1.771 1.613 -2.788
O 0.63323 4.30544 2.36676 1.212 -0.244 0.412
C -0.65401 4.48600 2.55693 -2.094 -1.016 -1.021
O -1.50219 4.45792 1.68338 1.174 0.482 0.686
O -0.95896 4.54739 3.85009 0.566 0.176 0.743
H -0.05275 2.49683 5.50253 -0.755 -0.710 -0.766
H -0.76625 3.91282 6.32832 -0.547 -0.238 0.471
H 0.91023 3.44746 6.40484 0.439 0.596 0.251
H 0.37125 5.42753 5.16410 0.488 0.059 -0.927
H 1.55623 2.99240 3.68417 -0.349 -1.228 0.206
H 2.29573 4.50113 3.55504 -1.104 0.136 0.722
C -2.50302 -5.50339 -3.18946 1.231 -0.202 -1.406
C -1.40105 -4.45944 -3.11970 0.080 0.041 -0.687
C -1.81596 -3.23587 -2.29362 0.527 0.507 -0.704
O -1.13464 -3.47456 -1.02201 -0.679 0.580 -1.089
C -0.10069 -4.29714 -1.27925 0.918 1.395 2.337
O 0.84481 -4.35634 -0.52810 -0.333 -0.473 -0.239
O -0.21907 -4.91870 -2.40178 -0.355 -1.010 -1.688
H -2.11018 -6.49882 -3.40650 0.168 0.084 -0.098
H -3.14252 -5.23051 -4.03610 -0.187 -0.021 0.336
H -3.01770 -5.55439 -2.27589 -0.890 0.001 1.009
H -1.03751 -4.18174 -4.13744 -0.314 -0.165 0.835
H -2.90586 -3.20752 -2.15234 0.531 0.261 0.125
H -1.41985 -2.31016 -2.82125 -0.574 -0.906 1.198
C 0.12487 3.96234 -1.88666 -0.011 0.601 0.086
C 1.56442 4.31350 -1.43287 -1.549 -1.714 -0.997
C 1.65997 5.66221 -0.81165 -0.025 -0.192 0.033
O 2.54266 5.43082 0.27267 1.257 1.756 0.736
C 2.66768 4.15481 0.53849 -0.511 -1.939 -0.608
O 3.31845 3.62197 1.39002 0.039 0.591 0.232
O 1.92415 3.43723 -0.34550 0.132 0.243 0.275
H 0.08484 2.90171 -2.12348 -0.062 -0.051 -0.058
H -0.16654 4.53016 -2.78292 0.390 -0.210 0.037
H -0.66893 4.22295 -1.15079 0.796 -0.313 -0.017
H 2.26034 4.04210 -2.23037 0.024 0.568 -0.062
H 0.70151 5.87649 -0.38941 -0.685 0.562 0.298
H 1.99335 6.46782 -1.45759 0.275 -0.027 0.113
C -5.26332 -1.12739 1.21588 -0.342 -1.279 1.769
C -4.01170 -1.89846 1.01068 0.882 -1.242 -1.216
C -3.54814 -2.74814 2.18719 1.091 0.487 -0.233
O -2.99958 -3.94633 1.59522 -1.032 0.639 -0.402
C -3.60384 -4.09299 0.37930 0.374 -0.032 -0.211
O -3.52087 -5.09755 -0.27236 -0.376 0.808 0.504
O -4.25799 -2.95350 0.00021 0.365 -0.805 0.769
H -5.19637 -0.53310 2.11728 0.153 0.289 0.278
H -6.11545 -1.80967 1.36540 0.316 0.117 -0.120
H -5.47012 -0.50112 0.42322 -0.445 1.323 -1.793
H -3.18144 -1.33800 0.54957 -0.302 0.130 0.566
H -4.37922 -2.99207 2.82064 -0.454 -0.322 0.421
H -2.75484 -2.25669 2.76305 -0.221 -0.139 -0.129
C 0.44660 1.01326 1.14562 0.383 0.436 -2.351
N -0.44558 -0.03849 1.53682 0.870 -1.459 -2.176
O -0.93042 -0.01630 2.59439 -1.938 0.142 4.203
O -0.68491 -0.90366 0.70172 0.101 0.127 -0.207
H 1.15581 0.46880 0.51102 -0.152 0.818 -0.216
H 0.99403 1.56155 1.88333 -0.250 -0.057 0.929
H -0.27805 1.65868 0.60264 1.080 0.065 -0.045
C 0.37346 -0.02722 5.40559 -0.640 1.314 1.461
O 1.33708 0.73158 4.72651 0.797 -0.520 -0.440
C 2.60688 0.36423 4.95848 1.160 -0.361 0.168
O 3.02494 -0.60705 5.58462 -1.137 1.587 -1.245
O 3.33372 1.32941 4.38178 1.556 -1.113 -0.670
C 4.73538 0.95261 3.93738 -1.247 1.031 0.662
H 0.21598 -1.00378 5.05591 -0.030 -1.270 -1.082
H -0.55804 0.56842 5.29130 0.541 -0.686 0.533
H 0.77875 -0.14663 6.41552 -0.830 0.154 0.259
H 4.86900 1.50666 3.00169 -0.200 -0.535 0.070
H 4.86523 -0.13482 3.87803 -0.209 0.466 -0.054
H 5.39435 1.41291 4.66836 0.136 -0.327 0.139
C -3.68168 -2.19873 -5.59408 -0.005 -1.292 0.040
O -2.27010 -2.09867 -5.22404 -0.761 1.902 -1.060
C -1.85573 -0.80049 -5.18295 1.215 -3.075 1.280
O -2.42377 0.14126 -5.58651 -0.906 1.959 -0.889
O -0.69180 -0.85573 -4.53259 0.068 -0.325 -0.616
C 0.05961 0.32574 -4.38751 0.724 -0.173 0.506
H -4.26592 -1.65933 -4.85201 -0.023 -0.074 -0.007
H -3.73862 -3.29570 -5.41273 -0.957 0.763 -0.618
H -4.03305 -1.86397 -6.62903 1.216 -0.537 1.251
H 0.28280 0.88039 -5.29613 -0.121 -0.264 -0.128
H 0.95344 -0.01345 -3.87487 0.434 0.031 -0.376
H -0.41672 0.93665 -3.66799 -0.790 1.093 0.536
C -2.69153 1.39848 -1.21632 0.334 -0.834 -0.765
O -3.39690 1.61513 -2.45803 -0.707 -0.889 -0.277
C -4.02491 0.53231 -3.07303 1.337 0.147 1.627
O -3.92226 -0.61228 -2.68613 -0.167 0.904 -0.370
O -4.70982 0.90231 -4.12503 -0.152 -0.536 0.269
C -4.73312 2.29218 -4.45132 0.422 -1.019 0.036
H -3.29873 1.63029 -0.35344 -0.445 -0.046 0.089
H -1.85674 2.08365 -1.22769 0.146 0.216 -0.074
H -2.30260 0.36871 -1.17093 -0.266 0.307 0.051
H -5.33473 2.32849 -5.30022 -0.970 0.156 -1.543
H -3.73882 2.59648 -4.70604 0.438 0.573 0.197
H -5.23434 2.79274 -3.66912 -0.043 1.014 0.877

# 3
17
Properties=species:S:1:pos:R:3:forces:R:3 method="wB97M-V/def2-TZVPD" e_homo_ev="-21.370 / -22.405" s2=0.754 spin_multiplicity=2 fmax_ev_per_a=4.6 charge=+3 total_energy_ev=-14496.4421
O 0.15357 0.44042 -0.91100 -0.130 3.088 2.153
Y 0.67838 2.62711 -1.09924 -0.190 -1.169 0.234
C 0.44131 -0.66190 -1.78519 3.628 -2.440 0.110
C 0.36371 -1.88359 -0.90477 -2.836 -0.175 2.110
H -0.69430 -2.17117 -0.84869 0.250 -0.461 0.100
H -0.23542 -0.55822 -2.63804 0.503 -0.374 0.003
H 1.59632 -0.87819 -1.88577 -1.736 2.235 -1.252
H 0.93947 -2.73200 -1.28987 0.119 0.298 0.509
C 0.69282 -1.32768 0.65016 0.128 -0.822 -2.298
C 0.29647 0.07826 0.57639 0.044 0.074 -1.360
O -0.69526 0.57763 1.38848 0.618 0.084 -0.858
C -0.95821 1.87104 1.40448 -3.150 -1.838 2.854
O -0.43132 2.69795 0.65943 1.637 1.453 -1.997
O -1.90199 2.13607 2.24191 1.346 -0.429 -0.934
H 1.77631 -1.41909 0.80594 -0.184 -0.058 0.321
H 0.10355 -1.87616 1.39171 0.297 0.038 -0.004
H -2.12543 3.07952 2.24405 -0.344 0.496 0.309